C10H18Cl2CoN2S | ωB97M-V/def2-TZVPD

ORCA input file:
```
! RIJCOSX wB97M-V def2-TZVPD def2/J DEFGRID3
* xyz -1 5
H 4.184 1.688 -0.052
H -1.518 1.286 2.505
C -0.806 -0.069 -1.478
H -3.929 -0.678 -0.166
C 3.184 0.499 1.439
H 3.240 -0.579 1.613
H 1.291 0.795 2.492
H -2.569 -2.786 -0.210
H -0.663 -0.104 1.675
H -2.059 1.744 -1.410
H -2.497 -1.211 -2.202
C -3.046 -0.789 0.475
H -3.164 1.383 0.698
H 3.860 1.018 2.121
H -0.448 0.231 -2.472
C 3.458 0.870 -0.009
S -0.365 2.052 0.357
N 1.823 0.978 1.648
C -2.086 -1.801 -0.154
C 1.270 1.377 0.508
C -2.427 0.572 0.681
C -1.353 0.750 1.559
Co 1.849 -1.753 -1.355
H 3.812 0.036 -0.623
H 1.960 1.589 -1.444
Cl 1.269 -2.067 0.715
N 2.167 1.346 -0.477
C -1.628 -1.363 -1.548
C -1.429 1.086 -0.803
H -3.399 -1.146 1.452
Cl 2.122 -0.566 -3.122
H 0.108 -0.304 -0.896
H -1.015 -2.159 -1.999
H -1.198 -1.923 0.482
*
```

Computed properties:
molar mass = 328.17 u
Kohn-Sham gap (spin up / spin down) = 4.4 / 6.7 eV
total energy = -3202.6152 Eh

These are the Löwdin partial charges, in e, on atoms 1 to 2:
1 H 0.10
2 H 0.06

=====

C6H12O | ωB97M-V/def2-TZVPD

ORCA input file:
```
! RIJCOSX wB97M-V def2-TZVPD def2/J DEFGRID3
* xyz 0 1
H -3.400 0.042 0.231
C 1.186 -0.260 0.153
H 1.277 1.628 -0.953
H 1.129 1.351 1.693
C -2.480 -0.451 -0.098
H -2.719 -1.026 -1.003
H -0.213 -1.029 -1.287
O 1.696 -1.574 0.080
H 1.737 -0.224 2.271
C 1.226 0.551 -1.105
H 2.715 0.765 1.197
H -1.674 1.220 -1.195
H 1.801 0.173 -1.943
C 1.683 0.450 1.410
H -1.225 1.208 0.512
C -0.062 -0.117 -0.703
H -2.190 -1.171 0.677
H 0.970 -2.124 0.407
C -1.366 0.568 -0.367
*
```

Computed properties:
SMILES string = CC[C@H]1C[C@]1(C)O
molar mass = 100.16 u
Kohn-Sham gap = 10.6 eV
total energy = -311.0085 Eh

These are the Löwdin partial charges, in e, on atoms 1 to 2:
1 H 0.07
2 C -0.51

=====

C5H13NO | ωB97M-V/def2-TZVPD

ORCA input file:
```
! RIJCOSX wB97M-V def2-TZVPD def2/J DEFGRID3
* xyz 0 1
H 3.317 1.350 0.015
H 2.085 2.546 0.662
C 1.499 0.439 0.671
H -2.875 -2.053 -0.336
C 2.276 1.652 0.086
C -2.352 0.112 0.706
H 1.728 0.343 1.734
H 1.349 -0.802 -1.088
O -1.630 0.533 -1.548
C 1.859 -0.818 -0.125
H 1.656 -1.782 0.345
H 2.934 -0.828 -0.319
N -2.580 -1.471 -1.108
H -2.229 -2.035 -1.852
H -3.396 0.365 0.876
H -2.057 -0.771 1.278
H -1.754 0.933 1.084
H 1.856 1.837 -0.903
H 0.440 0.675 0.568
C -2.126 -0.224 -0.747
*
```

Computed properties:
SMILES string = CC(N)=O.CCC
molar mass = 103.16 u
Kohn-Sham gap = 10.7 eV
total energy = -328.3094 Eh

These are the Löwdin partial charges, in e, on atoms 1 to 2:
1 H 0.06
2 H 0.06

=====

C16H20BrFN2O3S | ωB97M-V/def2-TZVPD

ORCA input file:
```
! RIJCOSX wB97M-V def2-TZVPD def2/J DEFGRID3
* xyz 0 1
N -1.209 1.834 -2.331
C -2.289 0.469 -0.538
H -3.054 -0.649 -2.266
H -4.215 1.109 0.175
H 0.461 -0.331 2.068
H 0.837 1.316 -1.696
N 0.205 0.802 -1.088
C 0.868 -1.998 -1.833
H -1.975 -1.574 -1.231
H 2.015 4.062 1.326
H 1.156 -5.349 -1.258
C 2.311 0.276 -0.058
O -2.253 1.023 2.098
H 2.135 3.638 3.039
F 0.865 -1.086 -2.838
H 2.538 1.232 2.469
H -3.955 1.505 -1.495
C -2.774 -0.829 -1.251
O -2.014 -1.263 1.539
H 2.832 -0.423 0.579
C 0.770 -1.572 -0.466
Br 1.077 -5.160 1.646
C 0.173 0.351 1.273
S -1.630 0.106 1.131
C 0.909 -3.874 0.248
C -3.473 1.466 -0.487
C 0.791 -2.546 0.514
C 2.473 3.376 2.051
H 0.787 -2.337 1.564
C 0.566 1.789 1.687
H -2.127 2.095 -2.667
C 1.054 -4.317 -1.050
H 0.139 2.009 2.669
H 0.152 2.508 0.969
C -1.123 1.031 -1.309
H 3.552 3.486 1.925
H -3.107 2.456 -0.127
H 0.980 -3.650 -3.156
C 0.812 -0.079 -0.099
C 0.952 -3.355 -2.117
O 2.577 1.616 0.413
C 2.090 1.911 1.749
H 2.781 0.150 -1.047
H -3.657 -1.222 -0.721
*
```

Computed properties:
SMILES string = [H]/N=C1/N[C@@]2(c3cc(Br)ccc3F)CO[C@@H](C)C[C@H]2S(=O)(=O)C1(C)C
molar mass = 419.32 u
Kohn-Sham gap = 9.4 eV
total energy = -4028.9396 Eh

These are the Löwdin partial charges, in e, on atoms 1 to 2:
1 N 0.13
2 C -0.47

=====

C4H8ClN | ωB97M-V/def2-TZVPD

ORCA input file:
```
! RIJCOSX wB97M-V def2-TZVPD def2/J DEFGRID3
* xyz 0 1
Cl -1.419 2.743 -0.110
H 1.301 -1.913 -0.965
C -0.625 0.105 0.921
C 0.521 0.738 -0.631
H 0.046 0.403 -1.562
N 0.545 -0.386 0.288
H -1.508 -0.185 0.361
H 0.366 1.939 1.195
H 1.486 1.191 -0.978
H 0.431 -2.449 0.415
C -0.295 1.479 0.447
H -0.749 -0.184 1.965
C 0.416 -1.699 -0.358
H -0.516 -1.781 -0.988
*
```

Computed properties:
molar mass = 105.57 u
Kohn-Sham gap = 10.2 eV
total energy = -672.1038 Eh

These are the Löwdin partial charges, in e, on atoms 1 to 2:
1 Cl 0.58
2 H 0.08

=====

CH5FN2P | ωB97M-V/def2-TZVPD

ORCA input file:
```
! RIJCOSX wB97M-V def2-TZVPD def2/J DEFGRID3
* xyz 1 1
H 2.071 0.100 -1.197
H -2.273 -0.359 -0.401
P 1.379 1.261 -0.775
F 2.123 1.268 0.655
C -0.298 -0.026 -0.004
N -0.080 -0.874 0.952
H -0.813 -1.463 1.336
H -1.504 0.857 -1.347
N -1.427 0.156 -0.626
H 0.822 -0.920 1.406
*
```

Computed properties:
SMILES string = NC(=[NH2+])PF
molar mass = 95.04 u
Kohn-Sham gap = 10.9 eV
total energy = -591.5867 Eh

These are the Löwdin partial charges, in e, on atoms 1 to 2:
1 H -0.07
2 H 0.14

=====

> Which formula does entry 3 have?

C5H13NO

=====

> What is the formula in the third record?

C5H13NO

=====

Please write out number 5 again, unchanged.
C4H8ClN | ωB97M-V/def2-TZVPD

ORCA input file:
```
! RIJCOSX wB97M-V def2-TZVPD def2/J DEFGRID3
* xyz 0 1
Cl -1.419 2.743 -0.110
H 1.301 -1.913 -0.965
C -0.625 0.105 0.921
C 0.521 0.738 -0.631
H 0.046 0.403 -1.562
N 0.545 -0.386 0.288
H -1.508 -0.185 0.361
H 0.366 1.939 1.195
H 1.486 1.191 -0.978
H 0.431 -2.449 0.415
C -0.295 1.479 0.447
H -0.749 -0.184 1.965
C 0.416 -1.699 -0.358
H -0.516 -1.781 -0.988
*
```

Computed properties:
molar mass = 105.57 u
Kohn-Sham gap = 10.2 eV
total energy = -672.1038 Eh

These are the Löwdin partial charges, in e, on atoms 1 to 2:
1 Cl 0.58
2 H 0.08

=====

> The lowest molar mass belongs to which entry?

CH5FN2P